The following is a quantum chemistry calculation of a gas-phase ion, C3H7N4O (charge +1) in a non-equilibrium geometry, from the Open Molecules 2025 dataset.

The geometry in ORCA input format:
```
! RIJCOSX wB97M-V def2-TZVPD def2/J DEFGRID3
* xyz 1 1
N -1.72 1.17 -0.47
N -0.74 0.54 0.31
C -0.86 -0.91 0.22
C 0.19 -1.66 -0.11
N 1.46 -1.21 -0.21
C 1.73 0.24 0.00
O 2.80 0.78 -0.07
N 0.54 0.97 0.22
H -2.04 2.15 -0.32
H -1.58 1.05 -1.52
H -1.15 0.86 1.18
H -1.67 -1.36 0.70
H 0.02 -2.69 -0.23
H 2.29 -1.83 -0.17
H 0.74 1.90 0.45
*
```

Values from the calculation:
- SMILES: N[N@H+]1C=CNC(=O)N1
- HOMO-LUMO gap: 0.3804 Eh
- HOMO: -0.51148 Ha
- Energy relative to the best compared isomer or geometry (same formula, charge and spin): 3.302 eV